Record 1
Molecular formula: C69H80Ge2N3PS6W
Method: DFT, ωB97M-V/def2-TZVPD

Geometry as XYZ:
```
162
C69H80Ge2N3PS6W (ωB97M-V/def2-TZVPD)
W -0.68632 -0.26393 -1.28615
C -2.79224 1.79653 2.66133
C -2.28190 0.80908 1.63407
S -1.70354 1.48218 0.15832
C -2.26463 -0.52332 1.83972
C -2.76835 -1.15395 3.11517
S -1.67593 -1.61438 0.64329
H -2.80509 2.80942 2.25639
H -2.15407 1.79771 3.55065
H -3.80708 1.54654 2.98091
H -3.74830 -0.75762 3.39572
H -2.08161 -0.94866 3.94445
H -2.85120 -2.23630 3.00442
C 4.54571 3.72414 -5.20302
C 3.03729 3.70798 -5.13160
C 2.36884 4.48603 -4.19079
C 0.98040 4.51538 -4.12254
C 0.27958 5.38261 -3.10575
C 0.23795 3.71192 -4.99824
C 0.88969 2.90528 -5.93474
C 0.10210 2.01254 -6.85975
C 2.28325 2.92522 -5.99270
C -1.25822 3.85668 -5.01889
C -1.73236 4.86524 -5.86330
C -3.08241 5.16647 -5.94762
C -3.98058 4.46332 -5.16470
C -3.53931 3.43682 -4.32732
C -2.17250 3.09990 -4.26852
Ge -1.82789 1.65084 -2.85004
S 0.22995 1.94962 -2.02544
S -0.77932 -0.30442 -3.91595
Ge -2.02463 -2.00829 -3.06310
S -0.49260 -2.81262 -1.71506
S -3.19055 -0.73733 -1.74216
C -2.83626 -3.37773 -4.24816
C -3.86059 -4.17265 -3.69191
C -4.44285 -5.17970 -4.45643
C -4.03947 -5.39786 -5.76287
C -3.02644 -4.62742 -6.30673
C -2.39939 -3.62704 -5.56354
C -1.29754 -2.88093 -6.25543
C -1.59581 -1.75177 -7.02933
C -2.99248 -1.18300 -7.04948
C -0.58199 -1.15225 -7.77101
C 0.71390 -1.65352 -7.77018
C 1.81526 -0.98931 -8.56300
C 0.98258 -2.78240 -7.00714
C -0.00036 -3.40522 -6.24586
C 0.31837 -4.65728 -5.46204
C -4.33173 -3.95617 -2.28471
C -5.44229 -3.13838 -2.04157
C -6.21404 -2.49948 -3.17062
C -5.79987 -2.86505 -0.72631
C -5.09453 -3.39429 0.34530
C -5.46023 -3.02385 1.76163
C -4.03429 -4.24894 0.08201
C -3.63911 -4.54487 -1.21782
C -2.51940 -5.52982 -1.46239
C -4.59001 2.78181 -3.47645
C -4.77947 3.21326 -2.15528
C -3.86632 4.24494 -1.53421
C -5.85078 2.71159 -1.42482
C -6.76106 1.82328 -1.97865
C -7.96261 1.35297 -1.19677
C -6.56850 1.42115 -3.29646
C -5.49901 1.88326 -4.05445
C -5.34986 1.44004 -5.49284
H 4.98608 3.50198 -4.22527
H 4.91193 4.70780 -5.51016
H 4.91784 2.98943 -5.92022
H 2.94655 5.09372 -3.49476
H 1.00234 5.93887 -2.51129
H -0.32374 4.77248 -2.42691
H -0.39618 6.09575 -3.58689
H -0.70838 2.55940 -7.35000
H -0.35864 1.19344 -6.30078
H 0.74662 1.57895 -7.62751
H 2.78845 2.30605 -6.73215
H -1.00874 5.42449 -6.45113
H -3.42821 5.95794 -6.60522
H -5.03872 4.71364 -5.17788
H -5.22705 -5.78603 -4.01232
H -4.51186 -6.17392 -6.35736
H -2.69559 -4.79684 -7.32951
H -3.33471 -0.96514 -6.03426
H -3.70504 -1.89168 -7.48282
H -3.02480 -0.25855 -7.62945
H -0.81521 -0.27246 -8.36921
H 1.41031 -0.30559 -9.31107
H 2.43285 -1.73052 -9.07351
H 2.47212 -0.41319 -7.90220
H 1.98990 -3.19544 -7.01164
H 1.39770 -4.81012 -5.39282
H -0.11754 -5.53767 -5.94494
H -0.09089 -4.60941 -4.45042
H -6.14203 -3.07166 -4.09441
H -5.82486 -1.49527 -3.36724
H -7.26962 -2.40138 -2.90358
H -6.63312 -2.18827 -0.53748
H -6.54435 -2.96818 1.88951
H -5.04409 -2.04088 2.01383
H -5.06488 -3.74918 2.47648
H -3.48411 -4.68970 0.91139
H -1.92321 -5.66986 -0.55858
H -1.85351 -5.19824 -2.25825
H -2.92884 -6.50064 -1.76202
H -3.76609 5.12252 -2.18002
H -2.86142 3.84642 -1.37698
H -4.24677 4.56386 -0.56271
H -5.99160 3.04846 -0.39882
H -7.79429 1.43192 -0.12000
H -8.20849 0.31482 -1.43482
H -8.83995 1.95992 -1.44258
H -7.27477 0.72949 -3.75001
H -5.89914 0.51367 -5.67053
H -4.30067 1.28487 -5.74963
H -5.73742 2.19900 -6.17850
C 1.92278 -0.62460 2.66892
C 1.05337 -0.77893 1.61474
N 0.92877 0.09382 0.63338
C 1.67284 1.19316 0.72606
C 2.59420 1.44476 1.74342
C 2.73133 0.49172 2.72174
C 3.49383 2.62187 1.75097
C 3.28278 3.89494 1.45276
C 2.00482 4.63098 1.29323
C 2.03283 6.00615 1.12159
C 0.82595 6.68406 1.13362
N -0.33933 6.06768 1.28066
C -0.26094 4.74101 1.40038
N 0.84725 3.99900 1.42323
H 1.96692 -1.39986 3.42261
H 0.42564 -1.65321 1.55429
H 1.53199 1.93062 -0.04507
H 3.44092 0.64639 3.53037
H 4.50224 2.39636 2.08475
H 4.15913 4.53303 1.47618
H 2.97580 6.52896 1.00678
H 0.78532 7.76372 1.02063
H -1.20074 4.20532 1.49168
C 3.25289 1.11989 -3.30839
C 3.29024 0.21990 -2.06825
P 1.88151 -0.96866 -1.95622
C 2.15201 -1.84058 -3.54611
C 3.61027 -2.23966 -3.80847
C 2.52319 -2.27621 -0.79937
C 3.80891 -1.94786 -0.03496
H 4.15588 1.73911 -3.34728
H 2.39405 1.78173 -3.29307
H 3.20617 0.54347 -4.23702
H 3.31626 0.83564 -1.17051
H 4.19454 -0.38480 -2.06970
H 1.77401 -1.21679 -4.34881
H 1.51814 -2.71470 -3.51122
H 4.22093 -1.39025 -4.12306
H 3.64252 -2.98025 -4.61137
H 4.08533 -2.69350 -2.93198
H 2.66012 -3.17629 -1.39447
H 1.72280 -2.50236 -0.10783
H 4.68690 -1.97390 -0.68511
H 3.96540 -2.68366 0.75797
H 3.76818 -0.96374 0.43093
```

Computed properties:
HOMO-LUMO gap (spin up / spin down) ... 5.6 / 5.0 eV
Multiplicity ... 3
HOMO level (spin up / spin down) ... -6.0 / -6.3 eV


Record 2
Molecular formula: C69H89N7O23
Method: DFT, ωB97M-V/def2-TZVPD

Geometry as XYZ:
```
188
C69H89N7O23 (ωB97M-V/def2-TZVPD)
C 0.67607 5.95141 6.03384
C 1.25023 6.71183 7.03609
C 1.20038 6.31913 8.36885
C 0.56523 5.08945 8.68106
C -0.03492 4.36719 7.67097
C 0.04297 4.80035 6.32637
N 0.45192 4.55037 10.07743
O 1.07926 5.17078 10.93053
O -0.04205 3.44581 10.24430
H 0.67799 6.28890 5.00793
H 1.76923 7.62369 6.78009
H 1.77980 6.89387 9.07619
H -0.57027 3.48268 7.98313
H -0.38021 4.18659 5.54494
C -1.44102 -0.62962 1.17698
C -0.24077 -1.23068 1.46727
C 0.59690 -1.60149 0.42063
C 0.20455 -1.23674 -0.93624
C -1.06637 -0.72715 -1.14111
C -1.88536 -0.29055 -0.11549
N 1.11756 -1.58113 -2.03820
O 2.30428 -1.76498 -1.78231
O 0.67155 -1.67701 -3.20343
H -2.10710 -0.38625 1.99153
H 0.09521 -1.33663 2.48818
H 1.57723 -1.99981 0.63670
H -1.33538 -0.49335 -2.16060
H -2.90549 0.03933 -0.24560
C 6.25990 -1.10466 6.86981
C 7.63353 -1.27915 7.03324
C 8.46224 -0.16215 6.86266
C 7.94359 1.07156 6.50930
C 6.54620 1.22912 6.33663
C 5.69675 0.16250 6.53010
N 8.90495 2.23303 6.40207
O 9.96132 2.23453 7.01002
O 8.54737 3.21030 5.76014
H 5.61380 -1.95179 7.04686
H 8.08127 -2.20059 7.37513
H 9.49683 -0.37487 7.08801
H 6.13363 2.20007 6.10546
H 4.64610 0.34680 6.36103
C -3.23680 -6.86590 -6.82217
C -4.01626 -7.56537 -5.92584
C -5.06928 -8.35681 -6.42646
C -5.38361 -8.38368 -7.78547
C -4.61108 -7.57846 -8.64208
C -3.51767 -6.87463 -8.20212
N -6.47271 -9.26971 -8.28407
O -6.72249 -9.33737 -9.53210
O -7.03816 -10.02963 -7.49319
H -2.43658 -6.27872 -6.39640
H -3.93226 -7.49627 -4.85134
H -5.75366 -8.82024 -5.73128
H -4.81679 -7.60482 -9.70198
H -2.88132 -6.38163 -8.92214
C -3.01507 -3.66419 14.35858
C -1.59120 -3.57598 14.22271
C -1.10358 -3.23525 12.94859
C -1.99959 -2.95847 11.86874
C -3.33267 -3.12281 12.01535
C -3.85884 -3.43697 13.26626
N -1.51135 -2.62543 10.48911
O -2.29691 -2.22632 9.67745
O -0.27389 -2.75014 10.27183
H -3.37153 -3.89989 15.35044
H -0.97226 -3.77358 15.08540
H -0.02921 -3.17196 12.85844
H -4.02569 -3.07511 11.18839
H -4.91022 -3.62383 13.42782
C 2.51986 4.16013 -7.90443
C 3.40243 4.80576 -8.81657
C 4.40760 5.63250 -8.29264
C 4.46578 5.91608 -6.93553
C 3.61219 5.27240 -6.10950
C 2.60719 4.41655 -6.53648
N 5.48379 6.82662 -6.43998
O 5.60895 6.94998 -5.26570
O 6.05391 7.56927 -7.21363
H 1.72447 3.56464 -8.32768
H 3.31409 4.75272 -9.89164
H 5.12893 6.02093 -8.99635
H 3.69459 5.47477 -5.05183
H 1.86026 4.02837 -5.85987
C -1.48415 7.65925 -0.85979
C -1.93357 8.93623 -1.06239
C -3.25793 9.32981 -0.75980
C -4.08031 8.40092 -0.04662
C -3.59481 7.12499 0.21811
C -2.31058 6.75428 -0.18120
N -5.45731 8.76616 0.40037
O -5.90803 9.80587 -0.05027
O -6.11616 7.99830 1.04209
H -0.44406 7.43267 -1.04223
H -1.16348 9.56546 -1.48362
H -3.62807 10.27272 -1.13437
H -4.26672 6.39504 0.64484
H -1.93761 5.76009 0.01598
C 10.53741 -3.05368 0.46145
C 9.47428 -3.74397 1.32355
O 8.23221 -3.46341 1.24331
C 10.00354 -4.71953 2.32132
H 10.52065 -3.62003 -0.46970
H 11.56335 -3.11520 0.82445
H 10.24181 -2.01607 0.30628
H 10.72334 -4.17983 2.93671
H 10.48015 -5.55764 1.81287
H 9.27437 -5.09920 3.03703
C 3.56682 -3.02836 -13.45254
C 2.78213 -2.08601 -12.49389
O 2.40841 -0.93949 -12.67872
C 2.54209 -2.69670 -11.15049
H 3.85643 -2.30370 -14.21354
H 2.79856 -3.73709 -13.76169
H 4.42454 -3.48752 -12.96102
H 1.89618 -3.57401 -11.11541
H 2.07995 -1.94569 -10.50979
H 3.48669 -3.01664 -10.71064
C 6.00048 2.85114 0.44850
C 4.94099 3.89083 0.37340
O 3.88987 3.74410 -0.19756
C 5.40520 5.22062 0.92748
H 5.69004 2.16362 1.23530
H 6.98162 3.25869 0.69217
H 6.07854 2.38909 -0.53564
H 6.12616 5.57556 0.19104
H 5.89502 5.13072 1.89705
H 4.71895 6.06745 0.92116
C -11.55742 1.60698 0.35800
C -10.32892 1.96246 1.17101
O -9.38497 2.48638 0.71113
C -10.34130 1.54860 2.59945
H -11.27702 1.59349 -0.69522
H -12.41064 2.27755 0.46024
H -11.90618 0.60972 0.62622
H -11.03592 2.16236 3.17295
H -9.33159 1.59355 3.00758
H -10.55731 0.49005 2.74398
C -6.65954 0.59015 -5.27486
C -5.77800 1.26094 -6.26342
O -4.98998 2.15821 -5.95173
C -5.92886 0.83622 -7.73740
H -6.83707 1.15727 -4.36110
H -6.19116 -0.31954 -4.89911
H -7.55831 0.33213 -5.83497
H -5.15353 0.11235 -7.98836
H -5.85395 1.68629 -8.41554
H -6.83349 0.24372 -7.87405
C 6.69948 -0.64230 -7.26551
C 7.64188 -1.83412 -7.15708
O 8.20968 -2.32908 -8.16010
C 7.93337 -2.43000 -5.77929
H 6.34088 -0.54387 -8.29011
H 7.16071 0.29559 -6.95612
H 5.82307 -0.79330 -6.63526
H 7.98757 -1.66744 -5.00234
H 8.86075 -2.99584 -5.86806
H 7.09377 -3.10230 -5.60267
C 1.44715 -8.04556 -2.00557
C 2.79986 -8.59557 -2.15517
O 3.17955 -9.72495 -1.86757
C 3.75121 -7.81874 -3.05179
H 1.34558 -7.46477 -1.08880
H 0.81587 -8.88567 -1.71611
H 0.98782 -7.54870 -2.86012
H 4.61974 -7.52384 -2.46289
H 3.35087 -6.89942 -3.47919
H 4.15021 -8.57753 -3.72495
C -6.68515 -4.39535 -0.25052
C -7.86031 -4.01881 0.63986
O -8.83178 -3.47310 0.14409
C -7.76470 -4.37049 2.09752
H -6.94553 -4.52848 -1.30055
H -6.22704 -5.29576 0.15878
H -5.88554 -3.65466 -0.24177
H -8.75933 -4.51183 2.52041
H -7.32610 -3.49465 2.57566
H -7.16638 -5.26061 2.29196
C -6.09042 2.98074 7.59879
C -6.69639 4.23184 7.09516
O -7.83417 4.53399 7.32209
C -5.91023 5.28149 6.39369
H -5.87736 2.43059 6.68224
H -6.77897 2.38992 8.20286
H -5.19038 3.18241 8.17962
H -6.47672 6.21251 6.41324
H -5.68456 4.97821 5.37134
H -5.01196 5.42249 6.99481
```

Computed properties:
HOMO-LUMO gap ... 8.5 eV
HOMO level ... -9.5 eV


Record 3
Molecular formula: C6Cl14
Method: DFT, ωB97M-V/def2-TZVPD

Geometry as XYZ:
```
20
C6Cl14 (ωB97M-V/def2-TZVPD)
Cl 1.44598 2.94845 -1.21630
C 0.51126 1.84600 -2.24591
Cl 0.83348 2.32740 -3.91016
Cl -1.24170 2.26242 -2.01995
C 0.89120 0.34657 -1.99846
Cl -0.15768 -0.62131 -3.11055
Cl 2.60070 0.13840 -2.66585
C 0.93159 -0.26039 -0.55074
Cl 1.37545 -2.00484 -0.86750
Cl 2.36889 0.43809 0.38150
C -0.35629 -0.17064 0.36174
Cl -1.87285 -0.34730 -0.60031
Cl -0.32635 1.50154 0.96762
C -0.43416 -1.22449 1.54819
Cl -1.08999 -2.77582 0.94551
Cl 1.16327 -1.57828 2.32247
C -1.36198 -0.84326 2.73357
Cl -2.94251 -0.20030 2.18651
Cl -0.68821 0.42349 3.86159
Cl -1.65012 -2.20573 3.87704
```

Computed properties:
HOMO-LUMO gap ... 10.0 eV
SMILES string ... ClC(Cl)(Cl)C(Cl)(Cl)C(Cl)(Cl)C(Cl)(Cl)C(Cl)(Cl)C(Cl)(Cl)Cl
HOMO level ... -10.3 eV